--- one ---
The following is a quantum chemistry calculation of one molecule with the formula C4H6N2, from the OMol25 dataset.

As for the spin multiplicity: 1. Its structure (SMILES) is N#CC1(N)CC1. The HOMO energy is -10.38 eV. As for the frontier orbital gap: 11.288 eV. As for the charge: 0.

XYZ file:
```
12
C4H6N2, DFT the ωB97M-V functional and the def2-TZVPD basis
N 0.45 1.13 1.02
C 0.27 0.06 0.07
C -1.04 0.06 -0.71
C -0.77 -0.98 0.33
C 1.46 -0.38 -0.63
N 2.29 -0.47 -1.42
H 1.15 0.85 1.70
H 0.78 1.97 0.56
H -1.04 -0.22 -1.76
H -1.73 0.86 -0.44
H -1.26 -0.90 1.30
H -0.54 -1.98 -0.01
```

***

--- two ---
The following is a quantum chemistry calculation of C4H6N2 as an isolated structure, from the OMol25 dataset.

As for the spin multiplicity: 1. The HOMO energy is -9.48 eV. As for the frontier orbital gap: 10.128 eV. As for the charge: 0.

XYZ file:
```
12
C4H6N2, DFT the ωB97M-V functional and the def2-TZVPD basis
C -2.02 -0.17 -0.35
C 0.01 0.90 0.09
C 1.35 0.10 -0.07
C 0.29 -1.03 0.13
H 0.25 1.95 -0.49
H -0.39 0.99 1.13
H 2.36 0.02 0.57
H 1.60 0.49 -1.40
H 0.06 -1.10 1.31
H 0.43 -1.94 -0.54
N -3.15 0.06 0.14
N -0.79 -0.28 -0.52
```

***

--- three ---
The following is a quantum chemistry calculation of C4H6N2 as an isolated structure, from the OMol25 dataset.

As for the spin multiplicity: 1. The HOMO energy is -7.50 eV. As for the frontier orbital gap: 8.359 eV. As for the charge: 0.

XYZ file:
```
12
C4H6N2, DFT the ωB97M-V functional and the def2-TZVPD basis
N 2.17 0.23 0.16
C 0.89 0.01 -0.27
C -0.10 0.94 -0.34
C -1.43 0.59 -0.09
C -1.51 -0.77 0.15
N -0.35 -1.42 0.20
H 2.96 0.35 -0.47
H 2.31 0.68 1.05
H 0.32 1.83 -0.79
H -2.28 1.26 -0.11
H -2.48 -1.28 0.26
H -0.49 -2.44 0.26
```

***

--- four ---
The following is a quantum chemistry calculation of one molecule with the formula C4H6N2, from the OMol25 dataset.

As for the spin multiplicity: 1. Its structure (SMILES) is Cc1cn[nH]c1. The HOMO energy is -9.08 eV. As for the frontier orbital gap: 10.122 eV. As for the charge: 0.

XYZ file:
```
12
C4H6N2, DFT the ωB97M-V functional and the def2-TZVPD basis
C -1.72 -0.32 0.00
C -0.27 0.04 0.06
C 0.78 -0.82 -0.17
N 1.91 -0.08 -0.14
N 1.68 1.21 0.12
C 0.37 1.29 0.27
H -2.23 0.25 -0.79
H -1.83 -1.38 -0.26
H -2.25 -0.15 0.94
H 0.77 -1.90 -0.21
H 2.85 -0.37 -0.38
H -0.08 2.23 0.56
```

***

The relative energies come out as one 0.0281; two 0.1846; three 0.0914; four 0.0000, with values in hartree.

***

--- one ---
The following is a quantum chemistry calculation of one molecule with the formula C4H6N2, from the OMol25 dataset.

As for the spin multiplicity: 1. Its structure (SMILES) is Cc1cn[nH]c1. The HOMO energy is -8.72 eV. As for the frontier orbital gap: 9.733 eV. As for the charge: 0.

XYZ file:
```
12
C4H6N2, DFT the ωB97M-V functional and the def2-TZVPD basis
C -1.59 -0.39 0.08
C -0.32 0.24 -0.43
C 0.70 -0.66 -0.57
N 1.81 -0.10 -0.03
N 1.59 1.17 0.38
C 0.32 1.39 0.09
H -2.37 0.32 0.33
H -1.97 -1.20 -0.56
H -1.27 -0.85 1.02
H 0.64 -1.68 -0.93
H 2.55 -0.63 0.40
H -0.08 2.39 0.24
```

***

--- two ---
The following is a quantum chemistry calculation of one molecule with the formula C4H6N2, from the OMol25 dataset.

As for the spin multiplicity: 1. The HOMO energy (alpha / beta) is -7.53 / -7.25 eV. As for the frontier orbital gap (alpha / beta): 8.058 / 7.625 eV. As for the charge: 0.

XYZ file:
```
12
C4H6N2, DFT the ωB97M-V functional and the def2-TZVPD basis
C -1.65 -0.14 0.15
N -0.42 0.00 0.62
C 0.57 -0.94 0.51
C 1.31 -0.25 -0.59
N 1.30 1.18 -0.19
C 0.26 1.28 0.52
H 0.56 -0.25 -1.43
H -1.89 -1.12 -0.26
H -2.37 0.65 0.22
H 0.21 -1.97 0.40
H 2.27 -0.60 -0.94
H -0.15 2.17 0.98
```

***

The relative energies come out as one 0.0000; two 0.0953, with values in hartree.

***

--- one ---
The following is a quantum chemistry calculation of a 2-piece molecular cluster, C3H11NO overall, from the OMol25 dataset.

As for the spin multiplicity: 1. Its structure (SMILES) is CCNC.O. The HOMO energy is -8.93 eV. As for the frontier orbital gap: 9.689 eV. As for the charge: 0.

XYZ file:
```
16
C3H11NO, DFT the ωB97M-V functional and the def2-TZVPD basis
C 0.69 1.97 -0.05
C 0.09 1.28 -1.42
N 0.44 -0.08 -2.02
C -0.10 -1.07 -1.09
H 1.18 2.85 -0.35
H 1.17 1.30 0.65
H -0.15 2.30 0.55
H 0.58 1.98 -2.17
H -1.01 1.21 -1.32
H 1.49 -0.28 -1.99
H -1.11 -1.25 -1.39
H 0.16 -2.17 -1.19
H -0.42 -0.55 -0.07
H -0.08 -1.86 3.76
H -1.43 -1.11 3.56
O -0.94 -1.86 3.68
```

***

--- two ---
The following is a quantum chemistry calculation of a 2-piece molecular cluster, C3H11NO overall, from the OMol25 dataset.

As for the spin multiplicity: 1. Its structure (SMILES) is NCO.CC. The HOMO energy is -9.28 eV. As for the frontier orbital gap: 10.362 eV. As for the charge: 0.

XYZ file:
```
16
C3H11NO, DFT the ωB97M-V functional and the def2-TZVPD basis
C -3.86 -1.93 -3.32
C -3.69 -2.06 -4.91
H -3.27 -1.10 -2.75
H -4.90 -1.65 -3.15
H -3.78 -2.90 -2.82
H -2.60 -2.07 -5.18
H -4.19 -1.15 -5.40
H -4.22 -3.06 -5.02
N 4.49 1.43 4.69
C 3.37 1.89 3.88
O 3.37 3.30 3.34
H 5.26 1.90 4.17
H 4.70 0.51 4.95
H 2.45 1.88 4.35
H 3.34 1.14 3.03
H 3.54 3.88 4.13
```

***

The relative energies come out as one 0.0313; two 0.0000, with values in hartree.

***

--- one ---
The following is a quantum chemistry calculation of a 2-piece molecular cluster, C3H11NO overall, from the OMol25 dataset.

As for the spin multiplicity: 1. Its structure (SMILES) is CCOC.N. The HOMO energy is -9.54 eV. As for the frontier orbital gap: 10.572 eV. As for the charge: 0.

XYZ file:
```
16
C3H11NO, DFT the ωB97M-V functional and the def2-TZVPD basis
C -1.11 0.95 0.68
N -0.11 -2.44 1.26
H -1.21 -0.01 0.19
H -1.72 1.71 0.16
H -1.46 0.85 1.70
H 0.84 -2.78 1.41
H -0.56 -3.04 1.95
H -0.14 -1.51 1.67
C 0.84 1.40 -0.75
O 0.25 1.31 0.54
C 0.58 0.18 -1.59
H 0.41 2.27 -1.24
H 1.90 1.58 -0.56
H 1.21 0.23 -2.48
H 0.74 -0.75 -1.03
H -0.46 0.05 -1.89
```

***

--- two ---
The following is a quantum chemistry calculation of a 3-piece molecular cluster, C3H11NO overall, from the OMol25 dataset.

As for the spin multiplicity: 1. The HOMO energy is -8.67 eV. As for the frontier orbital gap: 6.289 eV. As for the charge: 0.

XYZ file:
```
16
C3H11NO, DFT the ωB97M-V functional and the def2-TZVPD basis
C -0.83 -0.17 -1.11
C 0.59 0.25 -0.74
C 1.19 -0.92 0.04
N -1.61 -0.07 0.12
H -0.27 1.99 -0.09
H -0.79 -1.22 -1.54
H 0.41 1.17 -0.02
H 1.24 0.69 -1.53
H 1.11 -1.75 -0.55
H 0.69 -1.10 1.00
H 2.35 -0.79 0.39
H -2.00 -1.01 0.34
H -1.28 0.47 -1.90
H 0.07 1.13 2.84
H -0.97 0.37 0.81
O 0.10 0.96 1.93
```

***

The relative energies come out as one 0.0000; two 0.2254, with values in hartree.

***

--- one ---
The following is a quantum chemistry calculation of a 2-piece molecular cluster, C3H11NO overall, from the OMol25 dataset.

As for the spin multiplicity: 1. Its structure (SMILES) is CCNC.O. The HOMO energy is -8.63 eV. As for the frontier orbital gap: 9.319 eV. As for the charge: 0.

XYZ file:
```
16
C3H11NO, DFT the ωB97M-V functional and the def2-TZVPD basis
C -1.55 -1.60 -0.59
C -0.11 -1.09 -0.57
N 0.41 -0.45 0.67
C -0.56 0.29 1.47
H -1.95 -1.51 -1.61
H -2.22 -1.07 0.06
H -1.57 -2.66 -0.34
H 0.03 -0.41 -1.42
H 0.58 -1.92 -0.75
H 1.01 0.26 0.25
H -1.49 -0.26 1.58
H -0.17 0.44 2.48
H -0.84 1.26 1.02
H 1.49 2.70 0.03
H 1.03 2.58 -1.38
O 1.75 2.29 -0.81
```

***

--- two ---
The following is a quantum chemistry calculation of a 2-piece molecular cluster, C3H11NO overall, from the OMol25 dataset.

As for the spin multiplicity: 1. Its structure (SMILES) is CCOC.N. The HOMO energy is -9.51 eV. As for the frontier orbital gap: 10.557 eV. As for the charge: 0.

XYZ file:
```
16
C3H11NO, DFT the ωB97M-V functional and the def2-TZVPD basis
C 0.98 -0.86 -1.12
N 1.05 1.96 1.44
H 0.53 -1.59 -1.80
H 1.81 -0.42 -1.66
H 1.28 -1.32 -0.20
H 2.02 2.13 1.71
H 1.06 1.23 0.73
H 0.82 2.85 1.01
C -1.20 -0.08 -0.18
O 0.04 0.19 -0.94
C -1.15 -1.39 0.63
H -1.85 -0.18 -1.05
H -1.56 0.76 0.42
H -1.93 -1.34 1.38
H -0.21 -1.51 1.15
H -1.42 -2.21 -0.04
```

***

The relative energies come out as one 0.0000; two 0.0111, with values in hartree.

***

--- one ---
The following is a quantum chemistry calculation of one molecule with the formula C4H5NO3, from the OMol25 dataset.

As for the spin multiplicity: 1. Its structure (SMILES) is C/N=C/[C@@]1(O)OC1=O. The HOMO energy is -9.19 eV. As for the frontier orbital gap: 9.413 eV. As for the charge: 0.

XYZ file:
```
13
C4H5NO3, DFT the ωB97M-V functional and the def2-TZVPD basis
C -2.20 -0.26 -0.06
N -0.78 -0.39 -0.05
C 1.45 -1.28 0.06
C 1.38 0.33 0.03
C -0.01 0.63 -0.16
O 1.61 -0.63 1.17
O 2.41 1.18 -0.21
O 1.70 -2.30 -0.47
H 2.47 1.85 0.50
H -0.29 1.59 -0.63
H -2.54 0.70 -0.48
H -2.58 -0.35 0.96
H -2.62 -1.07 -0.65
```

***

--- two ---
The following is a quantum chemistry calculation of one molecule with the formula C4H5NO3, from the OMol25 dataset.

As for the spin multiplicity: 1. The HOMO energy is -9.13 eV. As for the frontier orbital gap: 9.152 eV. As for the charge: 0.

XYZ file:
```
13
C4H5NO3, DFT the ωB97M-V functional and the def2-TZVPD basis
C -1.49 0.75 0.43
C 0.07 0.23 0.94
C 1.13 0.60 -0.10
C -2.14 -0.20 -0.20
N -0.71 1.28 1.31
O 0.04 -0.80 1.66
O -2.45 -0.14 -1.50
O -2.25 -1.36 0.56
H 1.38 1.64 0.01
H 2.16 0.00 0.07
H 0.81 0.26 -1.12
H -2.63 -0.95 -1.99
H -1.39 -1.42 1.06
```

***

--- three ---
The following is a quantum chemistry calculation of one molecule with the formula C4H5NO3, from the OMol25 dataset.

As for the spin multiplicity: 1. Its structure (SMILES) is N#C[C@@]1(O)[C@H](O)[C@@H]1O. The HOMO energy is -9.15 eV. As for the frontier orbital gap: 9.377 eV. As for the charge: 0.

XYZ file:
```
13
C4H5NO3, DFT the ωB97M-V functional and the def2-TZVPD basis
C 0.17 0.51 0.86
C -0.09 -0.88 0.76
C -0.50 0.24 -0.53
C -1.92 0.45 -0.74
H 2.08 0.23 0.60
H -0.41 1.43 1.22
H -0.90 -1.16 1.35
H 0.74 -1.30 -0.73
H 1.20 0.70 -1.40
N -3.13 0.61 -0.61
O 1.41 0.84 0.26
O 0.88 -1.67 0.36
O 0.49 0.00 -1.43
```

***

--- four ---
The following is a quantum chemistry calculation of C4H5NO3 as an isolated structure, from the OMol25 dataset.

As for the spin multiplicity: 1. The HOMO energy (alpha / beta) is -9.56 / -9.96 eV. As for the frontier orbital gap (alpha / beta): 7.313 / 9.345 eV. As for the charge: 0.

XYZ file:
```
13
C4H5NO3, DFT the ωB97M-V functional and the def2-TZVPD basis
C 0.32 0.32 -1.78
C -0.47 -0.57 1.41
N -1.71 -1.06 1.19
O 0.31 -0.71 0.28
O -0.48 -0.76 -1.45
C 1.12 0.68 -0.51
C 1.93 1.34 0.13
O -0.04 -0.08 2.42
H -2.37 -1.04 1.95
H -2.01 -1.28 0.26
H 1.04 0.07 -2.57
H -0.27 1.20 -2.06
H 2.62 1.89 0.72
```

***

The relative energies come out as one 0.0000; two 0.0362; three 0.0895; four 0.1321, with values in hartree.